Molecular formula: C20H32BF2N4O7S
Method: DFT, the ωB97M-V functional and the def2-TZVPD basis

Geometry as ORCA input:
```
! wB97M-V def2-TZVPD RIJCOSX def2/J DEFGRID3
* xyz -1 1
C -5.26 2.69 4.64
C -5.86 2.35 3.16
O -4.83 2.68 2.20
C -4.36 1.52 1.48
C -3.17 0.70 2.25
C -3.64 -0.68 2.92
C -4.10 -1.84 1.96
C -4.57 -3.09 2.77
C -4.57 -3.23 4.30
N -4.12 -2.16 5.11
C -3.72 -0.99 4.42
O -2.40 0.25 1.09
B -0.99 0.00 1.47
F -0.69 -1.27 2.18
C -0.02 -0.07 0.16
C 1.18 -1.15 0.27
S 0.65 -2.87 -0.29
C 1.07 -3.95 1.17
N 1.94 -5.09 1.18
N 2.07 -5.67 2.40
C 1.26 -4.84 3.26
O 0.66 -3.81 2.52
O -0.76 1.00 2.52
C -2.01 1.58 2.96
N -1.84 2.99 2.42
F -2.10 1.85 4.38
H -4.39 3.42 4.48
H -4.93 1.69 5.08
H -6.03 3.20 5.31
H -6.19 1.25 3.10
H -6.77 3.05 3.03
H -3.90 1.89 0.50
H -5.23 0.82 1.23
H -4.10 -1.77 0.83
H -4.95 -3.99 2.16
H -4.93 -4.19 4.81
H -3.39 -0.12 5.11
H 0.35 0.97 -0.17
H -0.68 -0.45 -0.72
H 2.00 -0.77 -0.45
H 1.68 -1.17 1.31
H 1.19 -5.04 4.37
H -2.07 3.03 1.42
H -2.47 3.60 2.98
C 3.39 2.77 -6.86
O 4.07 2.22 -5.76
C 3.43 2.51 -4.52
C 3.93 1.58 -3.43
O 3.28 0.30 -3.45
C 3.72 -0.58 -4.49
C 5.10 -1.18 -4.20
O 6.12 -0.28 -4.60
C 7.38 -0.64 -4.06
H 3.32 3.86 -6.77
H 3.94 2.53 -7.77
H 2.39 2.33 -6.95
H 2.34 2.41 -4.63
H 3.67 3.55 -4.26
H 3.65 2.02 -2.46
H 5.01 1.48 -3.44
H 3.68 -0.11 -5.47
H 2.99 -1.40 -4.49
H 5.22 -2.10 -4.79
H 5.19 -1.41 -3.13
H 7.36 -0.59 -2.97
H 8.12 0.08 -4.42
H 7.67 -1.64 -4.38
*
```

Properties
E_LUMO   2.39 eV


Molecular formula: C20H32F3GeN6O7S2Ti
Method: DFT, the ωB97M-V functional and the def2-TZVPD basis

Geometry as ORCA input:
```
! wB97M-V def2-TZVPD RIJCOSX def2/J DEFGRID3
* xyz -1 3
Ti 0.05 0.18 1.07
O 1.42 2.01 4.57
C 1.32 1.41 3.35
O 0.21 0.82 3.05
C 2.38 1.42 2.44
C 3.67 1.93 2.58
C 4.55 1.73 1.51
C 4.19 1.05 0.37
C 2.84 0.57 0.25
N 1.98 0.80 1.28
C 2.37 -0.23 -0.79
O 2.88 -0.09 -2.07
O 0.96 -0.47 -0.77
H 0.58 1.84 5.01
H 3.97 2.45 3.48
H 5.57 2.11 1.59
H 4.89 0.87 -0.43
H 2.61 0.78 -2.40
C 3.27 -2.22 1.91
Ge 2.11 -2.80 0.43
C 1.21 -4.44 1.11
C 3.18 -3.42 -1.10
C 0.59 -1.62 0.07
H 3.66 -3.09 2.43
H 2.69 -1.62 2.62
H 4.10 -1.61 1.55
H 1.83 -5.31 0.91
H 0.24 -4.60 0.63
H 1.04 -4.38 2.19
H 4.06 -3.93 -0.70
H 3.50 -2.59 -1.73
H 2.62 -4.13 -1.70
H -0.21 -2.17 -0.45
C -3.43 -4.02 3.01
C -2.11 -4.04 2.26
N -1.50 -2.72 2.25
C -2.22 -1.59 2.50
N -1.96 -0.48 1.90
C -2.90 0.60 2.21
C -3.13 0.80 3.71
C -3.10 -0.55 4.43
N -3.22 -1.66 3.47
C -3.37 -2.96 4.10
H -3.63 -5.00 3.44
H -4.25 -3.77 2.33
H -2.27 -4.37 1.23
H -1.41 -4.74 2.72
H -0.82 -2.55 1.51
H -3.86 0.36 1.75
H -2.54 1.52 1.76
H -4.10 1.28 3.85
H -2.37 1.45 4.13
H -3.91 -0.66 5.15
H -2.15 -0.67 4.97
H -4.28 -2.94 4.69
H -2.53 -3.17 4.78
N -1.79 -1.11 -2.56
C -2.86 -1.21 -1.75
N -3.68 -0.13 -1.73
S -3.21 -2.60 -0.88
H -1.46 -0.18 -2.81
H -1.08 -1.81 -2.45
H -3.29 0.76 -2.00
H -4.33 -0.12 -0.96
F -0.86 3.82 0.85
C -1.42 3.75 -0.36
F -1.08 4.85 -1.04
F -2.75 3.75 -0.20
S -0.85 2.25 -1.26
O 0.56 2.44 -1.42
O -1.68 2.20 -2.44
O -1.24 1.18 -0.32
*
```

Properties
ΔE to the lowest compared entry with this formula, charge and spin   0.0 kcal per mole
E_LUMO (spin up / spin down)   2.41 / 2.41 eV


Molecular formula: C20H32IN3O2PtSi
Method: DFT, the ωB97M-V functional and the def2-TZVPD basis

Geometry as ORCA input:
```
! wB97M-V def2-TZVPD RIJCOSX def2/J DEFGRID3
* xyz 0 1
Pt -0.14 -0.18 -0.22
C 2.75 -0.90 2.71
Si 2.98 -1.11 0.85
C 4.79 -0.75 0.49
C 2.72 -2.93 0.40
N 1.90 -0.11 -0.05
C 2.25 0.79 -1.03
C 1.46 0.85 -2.20
C 1.66 1.82 -3.16
C 2.71 2.72 -3.05
C 3.54 2.64 -1.93
C 3.31 1.72 -0.93
H 3.66 -1.19 3.23
H 1.94 -1.51 3.11
H 2.54 0.14 2.96
H 5.38 -1.60 0.82
H 5.16 0.13 1.00
H 4.96 -0.62 -0.58
H 2.74 -3.58 1.27
H 3.52 -3.25 -0.27
H 1.78 -3.08 -0.13
H 0.73 0.05 -2.38
H 1.02 1.85 -4.04
H 2.90 3.45 -3.82
H 4.37 3.33 -1.83
H 3.92 1.72 -0.04
I -0.74 -2.04 1.38
C -0.75 -1.09 3.28
C -0.82 -1.93 4.39
C -0.79 -1.33 5.63
C -0.70 0.05 5.71
C -0.64 0.78 4.54
N -0.67 0.21 3.33
H -0.88 -3.00 4.27
H -0.84 -1.94 6.53
H -0.67 0.56 6.67
H -0.57 1.86 4.56
C -4.19 -0.35 0.30
C -2.99 0.55 -0.01
C -3.45 1.80 -0.76
O -2.05 -0.13 -0.79
H -4.94 0.17 0.89
H -3.87 -1.24 0.85
H -4.65 -0.68 -0.63
H -2.55 0.88 0.94
H -3.97 1.50 -1.68
H -2.59 2.41 -1.03
H -4.14 2.40 -0.16
C 1.03 4.53 -0.14
N 0.54 3.99 1.11
C 0.79 4.76 2.31
C -0.13 2.84 1.14
O -0.40 2.15 0.17
H 0.63 5.54 -0.28
H 0.70 3.89 -0.96
H 2.12 4.58 -0.14
H 0.31 5.74 2.24
H 1.86 4.90 2.46
H 0.38 4.24 3.17
H -0.47 2.55 2.15
*
```

Properties
ΔE to the lowest compared entry with this formula, charge and spin   35.7 kcal per mole
E_LUMO   -0.04 eV


Number 2 is which compound? C20H32F3GeN6O7S2Ti